A 2-piece molecular cluster, C2H2N3S2 overall at a distorted geometry, computed with wB97M-V/def2-TZVPD.

Results
**Frontier orbital gap**: 6.6 eV
**Lowest unoccupied orbital energy**: -7.4 eV
**Total charge**: +1
**Energy relative to the best compared isomer or geometry (same formula, charge and spin)**: 116.06 kcal per mole

Geometry as XYZ:
```
9
C2H2N3S2, DFT wB97M-V/def2-TZVPD
C -0.124 0.879 0.520
C 0.364 -0.343 1.110
N 2.603 0.043 0.975
N 0.853 1.290 -0.401
N 1.562 -0.653 1.259
S -1.560 1.613 0.697
S 2.519 1.083 -0.205
H -1.048 -1.943 1.026
H 0.521 1.778 -1.226
```

---

An isolated ion of composition C2H2N3S2 and charge +1 at a distorted geometry, computed with wB97M-V/def2-TZVPD.

Results
**Frontier orbital gap**: 7.1 eV
**Lowest unoccupied orbital energy**: -6.7 eV
**Total charge**: +1
**Energy relative to the best compared isomer or geometry (same formula, charge and spin)**: 58.12 kcal per mole

Geometry as XYZ:
```
9
C2H2N3S2, DFT wB97M-V/def2-TZVPD
C 1.724 1.262 -0.206
C 1.501 -0.131 -0.138
N -0.350 -0.013 1.214
N -1.979 0.469 -0.546
N 0.629 -0.568 0.755
S 1.177 2.681 -0.034
S -1.868 0.282 0.969
H 2.165 -0.897 -0.470
H -2.901 0.280 -0.875
```

---

An isolated molecule of C2H2N4 at a distorted geometry, computed with wB97M-V/def2-TZVPD.

Results
**Frontier orbital gap**: 9.1 eV
**Lowest unoccupied orbital energy**: -0.3 eV
**Total charge**: 0
**Energy relative to the best compared isomer or geometry (same formula, charge and spin)**: 77.77 kcal per mole

Geometry as XYZ:
```
8
C2H2N4, DFT wB97M-V/def2-TZVPD
C -1.262 -0.320 -0.294
N -1.340 0.906 -0.495
N 0.333 1.794 -0.177
N 1.232 1.122 0.167
C 1.067 -0.486 0.361
N 0.001 -1.077 0.158
H -2.065 -1.061 -0.403
H 2.034 -0.879 0.683
```

---

An isolated molecule of C2H2N4 at a distorted geometry, computed with wB97M-V/def2-TZVPD.

Results
**Frontier orbital gap**: 8.9 eV
**Lowest unoccupied orbital energy**: 0.7 eV
**Total charge**: 0
**Energy relative to the best compared isomer or geometry (same formula, charge and spin)**: 93.28 kcal per mole

Geometry as XYZ:
```
8
C2H2N4, DFT wB97M-V/def2-TZVPD
C 0.955 -0.541 0.103
N 0.365 -0.551 1.396
N -0.832 -0.229 1.340
N -1.918 0.075 1.277
C -0.489 0.584 -1.565
N 0.401 0.076 -0.856
H 1.882 -1.088 0.005
H -0.369 1.670 -1.701
```

---

An isolated molecule of C2H2N4O2 at a distorted geometry, computed with wB97M-V/def2-TZVPD.

Results
**Frontier orbital gap**: 10.3 eV
**Lowest unoccupied orbital energy**: 0.0 eV
**Total charge**: 0
**Energy relative to the best compared isomer or geometry (same formula, charge and spin)**: 117.75 kcal per mole

Geometry as XYZ:
```
10
C2H2N4O2, DFT wB97M-V/def2-TZVPD
H 1.043 -1.755 0.402
N 1.076 -1.540 -0.555
C 0.552 -0.443 -0.693
O 0.469 0.172 -2.047
N -0.183 1.396 -1.757
N -0.436 1.478 -0.492
N 0.204 0.496 0.237
C -0.783 0.132 1.367
O -0.532 -0.800 2.007
H -1.411 0.863 1.530
```

---

An isolated molecule of C2H2N4O2 at a distorted geometry, computed with wB97M-V/def2-TZVPD.

Results
**Frontier orbital gap**: 8.2 eV
**Lowest unoccupied orbital energy**: -1.9 eV
**Total charge**: 0
**Energy relative to the best compared isomer or geometry (same formula, charge and spin)**: 133.33 kcal per mole

Geometry as XYZ:
```
10
C2H2N4O2, DFT wB97M-V/def2-TZVPD
H -2.803 -0.849 -0.031
N -2.537 0.155 -0.273
C -1.333 0.204 0.041
N -0.639 -1.001 0.266
N 0.637 -1.080 -0.003
C 1.240 0.268 -0.071
O 2.521 0.108 -0.076
N 0.785 1.489 -0.020
O -0.634 1.472 0.215
H 2.763 -0.765 -0.048
```

---

An isolated molecule of C2H2N4OS at a distorted geometry, computed with wB97M-V/def2-TZVPD.

Results
**Frontier orbital gap**: 8.5 eV
**Lowest unoccupied orbital energy**: -0.8 eV
**Total charge**: 0
**Energy relative to the best compared isomer or geometry (same formula, charge and spin)**: 26.17 kcal per mole

Geometry as XYZ:
```
10
C2H2N4OS, DFT wB97M-V/def2-TZVPD
O -0.055 -1.256 1.663
C -0.310 -0.231 1.103
N -0.958 0.911 1.735
N -1.234 1.920 0.916
N -0.593 1.709 -0.212
N 0.003 0.398 -0.164
C 0.731 -0.060 -1.268
S 1.117 -1.535 -1.802
H -1.630 0.817 2.503
H 1.152 0.965 -1.916
```

---

An isolated ion of composition C2H2NO2 and charge -1 at a distorted geometry, computed with wB97M-V/def2-TZVPD.

Results
**Frontier orbital gap**: 8.5 eV
**Lowest unoccupied orbital energy**: 4.5 eV
**Total charge**: -1
**Energy relative to the best compared isomer or geometry (same formula, charge and spin)**: 11.67 kcal per mole

Geometry as XYZ:
```
7
C2H2NO2, DFT wB97M-V/def2-TZVPD
C 0.290 0.340 0.232
N 1.296 0.715 -0.348
C 2.526 -0.105 -0.144
O 2.361 -1.320 -0.075
O 3.419 0.676 0.235
H -0.625 0.889 0.245
H 0.140 -0.393 0.972
```

---

A 2-piece molecular cluster, C2H2NO2 overall at a distorted geometry, computed with wB97M-V/def2-TZVPD.

Results
**Frontier orbital gap**: 5.7 eV
**Lowest unoccupied orbital energy**: 4.1 eV
**Total charge**: -1
**Energy relative to the best compared isomer or geometry (same formula, charge and spin)**: 41.17 kcal per mole

Geometry as XYZ:
```
7
C2H2NO2, DFT wB97M-V/def2-TZVPD
C -0.994 -0.702 -0.654
C 1.169 0.903 0.760
N -1.083 0.505 -0.408
O 1.716 -0.123 0.602
O 1.142 2.004 1.108
H -1.946 -1.474 -0.527
H -0.003 -1.112 -0.881
```

---

A 2-piece molecular cluster, C2H2NO2P2 overall at a distorted geometry, computed with wB97M-V/def2-TZVPD.

Results
**Frontier orbital gap (spin up / spin down)**: 7.0 / 7.0 eV
**Lowest unoccupied orbital energy (spin up / spin down)**: 3.5 / 3.5 eV
**Total charge**: -1
**Energy relative to the best compared isomer or geometry (same formula, charge and spin)**: 144.50 kcal per mole

Geometry as XYZ:
```
9
C2H2NO2P2, DFT wB97M-V/def2-TZVPD
C 0.437 -0.137 -0.966
C -2.079 0.341 0.109
N -1.778 -0.485 -0.854
O -2.355 1.432 0.485
O -1.991 -0.927 0.572
P 2.816 0.347 0.457
P 1.050 -0.769 0.441
H 0.397 0.865 -1.353
H 3.502 -0.667 1.111
```

---

An isolated ion of composition C2H2NO2P2 and charge -1 at a distorted geometry, computed with wB97M-V/def2-TZVPD.

Results
**Multiplicity**: 3
**Frontier orbital gap (spin up / spin down)**: 4.5 / 5.9 eV
**Lowest unoccupied orbital energy (spin up / spin down)**: 3.6 / 2.3 eV
**Total charge**: -1

Geometry as XYZ:
```
9
C2H2NO2P2, DFT wB97M-V/def2-TZVPD
C 1.081 0.281 0.824
C -2.667 -0.208 0.004
N -1.512 -0.351 -0.362
O 2.714 -0.890 -1.030
O -3.764 -0.438 0.302
P -0.165 0.847 -0.378
P 2.626 -0.357 0.381
H 1.097 0.610 1.855
H 0.589 0.506 -1.596
```

---

An isolated ion of composition C2H2NO2S and charge -1 at a distorted geometry, computed with wB97M-V/def2-TZVPD.

Results
**Frontier orbital gap**: 5.9 eV
**Lowest unoccupied orbital energy**: 4.1 eV
**Total charge**: -1
**Energy relative to the best compared isomer or geometry (same formula, charge and spin)**: 127.97 kcal per mole

Geometry as XYZ:
```
8
C2H2NO2S, DFT wB97M-V/def2-TZVPD
O -1.315 0.241 2.923
N -0.230 0.524 2.243
C -0.253 0.200 0.808
C 0.762 -0.436 0.213
O 1.829 -0.886 1.113
S 1.505 -0.328 2.643
H -1.045 0.593 0.238
H 0.842 -0.628 -0.950
```

---

A 2-piece molecular cluster, C2H2NO3 overall at a distorted geometry, computed with wB97M-V/def2-TZVPD.

Results
**Frontier orbital gap**: 7.7 eV
**Lowest unoccupied orbital energy**: 4.3 eV
**Total charge**: -1
**Energy relative to the best compared isomer or geometry (same formula, charge and spin)**: 116.60 kcal per mole

Geometry as XYZ:
```
8
C2H2NO3, DFT wB97M-V/def2-TZVPD
C 1.603 0.113 -0.087
C -1.519 -0.311 0.010
N 0.687 0.717 -0.649
O 2.446 -0.757 -0.029
O 1.245 1.193 0.679
O -1.508 -1.477 0.334
H -1.554 0.414 0.870
H -1.401 0.108 -1.128
```

---

A 2-piece molecular cluster, C2H2NO3 overall at a distorted geometry, computed with wB97M-V/def2-TZVPD.

Results
**Frontier orbital gap**: 5.7 eV
**Lowest unoccupied orbital energy**: 3.5 eV
**Total charge**: -1
**Energy relative to the best compared isomer or geometry (same formula, charge and spin)**: 86.35 kcal per mole

Geometry as XYZ:
```
8
C2H2NO3, DFT wB97M-V/def2-TZVPD
C 1.089 -0.565 0.921
C -1.913 0.364 -1.132
N 1.675 0.547 0.577
O -2.127 1.390 -0.673
O -1.722 -0.682 -1.559
O 1.253 1.227 -0.459
H 0.153 -1.134 0.557
H 1.592 -1.147 1.767
```

---

A 2-piece molecular cluster, C2H2NO3P overall at a distorted geometry, computed with wB97M-V/def2-TZVPD.

Results
**Frontier orbital gap**: 7.1 eV
**Lowest unoccupied orbital energy**: 7.0 eV
**Total charge**: -2
**Energy relative to the best compared isomer or geometry (same formula, charge and spin)**: 24.48 kcal per mole

Geometry as XYZ:
```
9
C2H2NO3P, DFT wB97M-V/def2-TZVPD
C 1.827 1.453 -0.148
C -0.557 -0.006 0.102
N 2.946 1.123 0.047
O -2.637 1.917 -0.117
O -3.185 -0.599 -0.405
O -1.267 -0.037 1.345
P -2.213 0.470 -0.105
H 0.419 0.731 0.054
H -0.095 -1.010 -0.250
```

---

A 2-piece molecular cluster, C2H2NO3S overall at a distorted geometry, computed with wB97M-V/def2-TZVPD.

Results
**Frontier orbital gap**: 6.9 eV
**Lowest unoccupied orbital energy**: 3.7 eV
**Total charge**: -1
**Energy relative to the best compared isomer or geometry (same formula, charge and spin)**: 41.78 kcal per mole

Geometry as XYZ:
```
9
C2H2NO3S, DFT wB97M-V/def2-TZVPD
C -0.053 1.781 0.139
C 1.313 -0.811 1.339
N -0.093 0.384 0.328
O 0.677 -1.780 1.496
O 2.196 -0.087 1.284
O 0.988 0.904 -2.158
S 0.749 2.165 -1.309
H -0.955 0.062 0.567
H 0.187 -0.243 -0.427
```

---

An isolated ion of composition C2H2NO3S and charge -1 at a distorted geometry, computed with wB97M-V/def2-TZVPD.

Results
**Frontier orbital gap**: 7.3 eV
**Lowest unoccupied orbital energy**: 3.8 eV
**Total charge**: -1
**Energy relative to the best compared isomer or geometry (same formula, charge and spin)**: 58.37 kcal per mole

Geometry as XYZ:
```
9
C2H2NO3S, DFT wB97M-V/def2-TZVPD
C 1.098 -2.959 0.887
C 1.022 -0.563 0.884
N 0.398 0.246 -0.189
O 1.347 -1.696 0.348
O 1.333 -0.126 1.968
O -0.733 -4.192 2.179
S -0.358 -2.848 1.616
H -0.245 -0.333 -0.702
H -0.010 1.010 0.341
```

---

An isolated ion of composition C2H2NO5S and charge -1 at a distorted geometry, computed with wB97M-V/def2-TZVPD.

Results
**Frontier orbital gap**: 8.0 eV
**Lowest unoccupied orbital energy**: 3.9 eV
**Total charge**: -1
**Energy relative to the best compared isomer or geometry (same formula, charge and spin)**: 108.37 kcal per mole

Geometry as XYZ:
```
11
C2H2NO5S, DFT wB97M-V/def2-TZVPD
O 2.058 -0.355 -0.578
C 0.972 -0.061 -0.959
C -0.066 0.026 -1.770
O -1.037 0.849 -1.148
N -0.344 1.145 0.086
S -0.673 -0.050 1.229
O -1.470 0.470 2.319
O -1.243 -1.258 0.662
O 0.788 -0.212 1.851
H -0.256 -0.420 -2.648
H 1.270 -0.134 0.956
```

---

C2H2NdO3 as an isolated structure at a distorted geometry, computed with wB97M-V/def2-TZVPD.

Results
**Multiplicity**: 5
**Frontier orbital gap (spin up / spin down)**: 5.4 / 10.0 eV
**Lowest unoccupied orbital energy (spin up / spin down)**: -11.4 / -11.1 eV
**Total charge**: +2
**Energy relative to the best compared isomer or geometry (same formula, charge and spin)**: 1.32 kcal per mole

Geometry as XYZ:
```
8
C2H2NdO3, DFT wB97M-V/def2-TZVPD
O -1.017 1.140 -0.760
C 0.111 0.820 -0.222
Nd -2.809 -0.336 -0.521
H 0.861 1.593 -0.014
O -0.796 -1.282 0.330
C 0.193 -0.497 0.414
O 1.391 -1.009 0.615
H 2.065 -0.430 0.158
```

---

A 2-piece molecular cluster, C2H2O overall at a distorted geometry, computed with wB97M-V/def2-TZVPD.

Results
**Frontier orbital gap (spin up / spin down)**: 7.4 / 7.4 eV
**Lowest unoccupied orbital energy (spin up / spin down)**: -3.9 / -3.9 eV
**Total charge**: 0
**Energy relative to the best compared isomer or geometry (same formula, charge and spin)**: 173.84 kcal per mole

Geometry as XYZ:
```
5
C2H2O, DFT wB97M-V/def2-TZVPD
C 1.308 -0.408 -0.060
C 0.124 -0.462 0.122
O -2.298 -0.215 -0.069
H 2.294 -0.866 -0.349
H -2.613 -0.503 0.744
```

---

Number 1: E -28231.5411 eV. Number 2: E -28234.0532 eV. Number 3: E -8062.7595 eV. Number 4: E -8062.0869 eV. Number 5: E -12157.6412 eV. Number 6: E -12156.9654 eV. Number 7: E -20946.8172 eV. Number 8: E -7691.9164 eV. Number 9: E -7690.6373 eV. Number 10: E -26264.4164 eV. Number 11: E -26267.3839 eV. Number 12: E -18522.8799 eV. Number 13: E -9736.5965 eV. Number 14: E -9737.9083 eV. Number 15: E -19026.9280 eV. Number 16: E -20573.8037 eV. Number 17: E -20573.0844 eV. Number 18: E -24666.4236 eV. Number 19: E -23506.7965 eV. Number 20: E -4145.0020 eV.